# 1
Formula: C43H49FN5P2S6Tc
Source: OMol25
Level of theory: ωB97M-V/def2-TZVPD

The geometry in XYZ format:
```
107
Properties=species:S:1:pos:R:3
Tc 0.19 0.20 0.67
S -6.93 -1.93 -0.11
C -5.37 -1.37 0.18
S -4.56 -1.39 1.66
C -2.99 -0.71 1.11
C -2.85 -0.49 -0.24
S -1.48 0.07 -1.08
S -4.35 -0.78 -1.12
S -1.78 -0.32 2.18
C 1.76 -0.97 -2.02
N 2.23 -2.25 -1.54
C 2.08 -2.76 -0.12
P 0.58 -2.18 0.74
C 0.90 -3.00 2.31
C 1.21 -2.28 3.48
C 1.62 -2.99 4.61
C 1.71 -4.37 4.63
C 1.47 -5.08 3.44
C 0.99 -4.41 2.33
C -0.86 -3.21 0.04
C -0.83 -3.54 -1.30
C -1.83 -4.32 -1.79
C -2.93 -4.68 -0.93
C -2.93 -4.30 0.42
C -1.84 -3.55 0.91
C 2.76 -3.13 -2.52
C 3.67 -4.16 -2.08
C 4.27 -5.02 -3.03
C 3.91 -4.91 -4.36
C 2.98 -3.97 -4.76
C 2.47 -3.02 -3.90
P 2.00 0.45 -0.93
C 2.02 1.88 -2.08
C 1.06 1.98 -3.08
C 1.09 3.04 -3.97
C 2.21 3.85 -3.89
C 3.31 3.68 -3.05
C 3.14 2.72 -2.07
C 3.74 0.22 -0.29
C 4.71 -0.15 -1.19
C 6.02 -0.40 -0.69
C 6.26 -0.20 0.64
C 5.29 0.22 1.55
C 4.03 0.48 1.03
H 0.66 -1.03 -2.29
H 2.26 -0.68 -3.00
H 2.91 -2.38 0.46
H 2.15 -3.85 -0.17
H 1.23 -1.20 3.46
H 1.83 -2.38 5.53
H 2.01 -4.82 5.55
H 1.64 -6.19 3.49
H 0.90 -5.03 1.41
H -0.02 -3.22 -1.87
H -1.89 -4.76 -2.80
H -3.83 -5.13 -1.37
H -3.86 -4.45 0.95
H -1.76 -3.28 1.94
H 3.93 -4.25 -1.00
H 4.93 -5.79 -2.63
H 4.22 -5.66 -5.08
H 2.88 -3.95 -5.80
H 1.89 -2.19 -4.32
H 0.28 1.27 -3.14
H 0.22 3.26 -4.63
H 2.33 4.64 -4.61
H 4.27 4.20 -3.10
H 3.92 2.62 -1.32
H 4.42 -0.27 -2.21
H 6.77 -0.62 -1.42
H 7.20 -0.30 1.10
H 5.55 0.30 2.59
H 3.25 0.74 1.73
F 1.15 0.52 2.39
C -6.93 3.96 -0.14
N -7.23 3.28 1.13
C -8.57 2.93 1.71
C -8.26 2.07 3.00
N -6.78 2.08 2.99
C -6.22 2.64 1.82
S -4.66 2.50 1.39
H -6.50 3.36 -0.94
H -6.23 4.76 0.14
H -7.88 4.38 -0.55
H -9.05 2.51 0.93
H -9.07 3.82 2.03
H -8.63 1.01 2.92
H -8.67 2.46 3.92
H -6.28 1.37 3.49
C 0.07 5.00 2.16
C 0.88 4.48 0.92
C 0.05 4.80 -0.37
C 2.33 4.96 0.85
N 1.05 3.01 0.84
N -0.25 2.26 0.90
H 0.22 6.08 2.38
H 0.45 4.44 3.07
H -0.96 4.76 2.06
H 0.36 5.80 -0.69
H -1.08 4.86 -0.26
H 0.31 4.08 -1.16
H 2.34 6.05 0.76
H 2.73 4.58 -0.05
H 2.85 4.60 1.72
H 1.50 2.77 1.68
H -0.68 2.55 0.00
H -0.78 2.65 1.65
```

## Properties
Frontier orbital gap (spin up / spin down): 7.568 / 5.215 eV
E_HOMO (spin up / spin down): -10.0 / -10.0 eV
Total charge: +1
Energy above the lowest of the compared OMol25 structures with the same formula, charge and spin: 0.000 eV
E_LUMO (spin up / spin down): -0.089 / -0.177 Ha
2S+1: 4

---

# 2
Formula: C28H25CoN3P
Source: OMol25
Level of theory: ωB97M-V/def2-TZVPD

The geometry in XYZ format:
```
58
Properties=species:S:1:pos:R:3
Co 0.00 0.00 0.00
N 1.47 2.21 1.33
C 1.24 1.07 2.15
C 1.78 1.12 3.44
C 1.63 0.04 4.31
C 0.95 -1.08 3.87
C 0.46 -1.07 2.58
N 0.60 -0.03 1.73
C 1.11 2.47 -0.02
C 1.54 3.69 -0.56
C 1.26 4.01 -1.88
C 0.55 3.11 -2.66
C 0.18 1.92 -2.08
N 0.44 1.59 -0.80
H 1.26 3.04 1.87
H 2.33 2.00 3.77
H 2.05 0.08 5.31
H 0.82 -1.94 4.51
H -0.07 -1.93 2.18
H 2.11 4.38 0.05
H 1.59 4.96 -2.30
H 0.32 3.32 -3.70
H -0.37 1.16 -2.64
C -0.70 -5.92 -0.03
C -1.25 -5.22 -1.10
C -0.74 -3.97 -1.46
C 0.33 -3.39 -0.76
C 0.85 -4.10 0.33
C 0.35 -5.36 0.69
P 0.96 -1.72 -1.16
C 0.75 -1.56 -2.97
C -0.50 -1.10 -3.44
C -0.75 -0.95 -4.81
C 0.25 -1.24 -5.73
C 1.49 -1.67 -5.29
C 1.74 -1.83 -3.92
C 2.76 -1.84 -0.89
C 3.53 -2.96 -1.24
C 4.90 -3.00 -0.98
C 5.53 -1.92 -0.36
C 4.78 -0.80 0.00
C 3.41 -0.76 -0.27
H -1.10 -6.89 0.25
H -2.09 -5.64 -1.65
H -1.22 -3.46 -2.29
H 1.65 -3.69 0.94
H 0.78 -5.90 1.53
H -1.30 -0.86 -2.74
H -1.72 -0.61 -5.15
H 0.06 -1.12 -6.80
H 2.28 -1.89 -6.00
H 2.73 -2.15 -3.63
H 3.07 -3.82 -1.72
H 5.48 -3.88 -1.26
H 6.59 -1.95 -0.15
H 5.26 0.04 0.48
H 2.85 0.12 0.02
H -1.58 -0.17 -0.01
```

## Properties
Frontier orbital gap (spin up / spin down): 8.353 / 6.277 eV
E_HOMO (spin up / spin down): -14.5 / -14.6 eV
Total charge: +2
E_LUMO (spin up / spin down): -0.225 / -0.306 Ha
2S+1: 5